1.
45
Properties=species:S:1:pos:R:3:forces:R:3 method="wB97M-V/def2-TZVPD" energy_ev=-108228.2204 gap_ha=0.2707 charge=+1 relative_energy_kcal_mol=20.6 largest_force_ev_per_a=8.1 e_homo_ev=-13.0
O 2.41229 -0.71668 6.13682 -2.593 5.135 0.032
V 1.48477 0.66807 6.01122 3.577 -2.866 -6.672
O 2.19242 1.78467 4.98415 -1.946 -3.661 4.048
O 3.25261 -0.75261 0.65288 -0.037 0.873 -0.310
V 2.30034 0.48329 0.60181 -0.806 1.193 4.503
O 2.92618 1.61013 1.62532 -1.261 -2.717 -3.167
O -1.02799 -1.13282 2.91663 -2.181 -0.657 -0.007
C 0.06878 -0.55479 3.28906 1.938 0.365 -0.835
O 0.96978 -0.34283 2.51977 2.712 0.632 -4.518
O 0.24103 -0.25122 4.45653 -0.639 1.636 7.205
H -0.98542 -1.14120 1.95761 -0.033 -0.349 -0.368
C -2.05876 -1.93243 -0.87573 0.296 0.164 1.136
O -1.01423 -2.40198 -1.70782 2.181 -0.210 -0.806
P 0.55500 -2.21803 -1.35125 -1.374 -2.754 0.296
O 0.80191 -0.89461 -0.73125 0.874 0.532 -0.264
O 0.81454 -3.49186 -0.36407 -0.476 2.213 -1.188
C 2.16459 -3.73016 0.00305 1.594 -1.170 0.326
O 1.37368 -2.64804 -2.68668 -1.661 -0.575 4.041
C 1.72179 -1.71508 -3.61914 0.078 1.418 -2.326
H -1.63424 -1.15168 -0.24460 -0.379 0.520 -0.117
H -2.36031 -2.71840 -0.18332 -0.192 -0.231 -0.278
H -2.90193 -1.57848 -1.46894 0.293 -0.032 -0.020
H 2.59935 -3.22020 0.86271 -0.874 0.718 0.063
H 2.85086 -3.54589 -0.82349 -0.129 -0.097 -0.155
H 2.24334 -4.77951 0.28724 -0.200 -0.079 -0.347
H 2.13469 -0.77967 -3.24152 0.429 -0.239 0.372
H 0.82902 -1.40911 -4.16454 -0.009 -0.097 -0.406
H 2.40617 -2.23589 -4.28883 0.061 0.458 -0.087
C -0.07491 1.58214 -2.79118 0.638 -1.073 -1.253
O -1.14248 1.52544 -1.89874 -1.234 0.997 4.017
P -0.96943 2.07552 -0.30962 -2.613 2.115 -3.890
O 0.24393 1.59702 0.33317 1.419 -0.279 0.570
O -1.06054 3.68722 -0.48639 2.063 -2.198 1.279
C -2.14439 4.37177 -1.03017 -1.087 0.856 -1.263
O -2.37720 1.77428 0.36339 1.206 -0.313 -0.858
C -2.48960 1.51755 1.77091 -0.350 -0.612 0.373
H 0.87647 1.89081 -2.35795 -0.076 0.152 0.002
H -0.31291 2.13400 -3.70053 -0.120 0.686 0.409
H 0.00339 0.56569 -3.17693 0.507 -0.140 0.145
H -2.50758 5.17859 -0.39359 0.128 -0.374 0.504
H -2.96894 3.71493 -1.30727 -0.001 -0.007 0.120
H -1.80320 4.88981 -1.92645 0.041 -0.196 -0.176
H -3.18185 2.22286 2.23072 0.155 0.149 -0.266
H -1.52442 1.54722 2.27652 -0.029 0.060 -0.096
H -2.92660 0.52216 1.85049 0.107 0.056 0.230

2.
192
Properties=species:S:1:pos:R:3:forces:R:3 method="wB97M-V/def2-TZVPD" energy_ev=-154252.3601 gap_ha=0.2631 charge=+2 largest_force_ev_per_a=3.1 e_homo_ev=-11.4
C 0.41955 1.10075 1.18827 0.283 -0.474 -0.934
C -0.16432 0.17705 0.07891 0.548 0.572 -0.763
O 0.27171 0.43123 -1.24561 -0.478 0.604 0.845
H 1.43384 0.78244 1.43105 0.097 0.141 0.290
H -0.22650 1.07217 2.06657 0.040 -0.099 0.205
H 0.45924 2.12778 0.82467 0.011 0.080 0.066
H -1.23442 0.33155 0.23378 -0.633 -0.262 -0.441
H 0.06156 -0.86410 0.31581 -0.097 -0.292 0.424
C -10.37055 -1.85928 0.96827 0.578 0.951 0.108
C -9.04772 -1.07564 0.52068 0.547 -2.050 1.599
C -7.87356 -1.42473 1.53364 0.903 -0.326 0.560
C -6.41700 -1.12667 1.04760 -1.347 2.240 0.464
N -5.43167 -0.60245 2.16953 -2.310 -0.175 -0.742
C -5.58774 -1.49916 3.38121 2.817 -1.137 -0.673
C -4.04533 -1.73574 3.83567 -0.940 0.412 0.287
C -3.18164 -0.82256 2.95156 -0.749 1.465 -1.576
C -4.00947 -0.73875 1.64299 0.146 0.002 1.422
C -5.70332 0.88313 2.58036 0.681 -1.247 -0.905
H -11.25512 -1.32903 0.61586 0.057 0.043 0.012
H -10.41833 -1.89745 2.05710 -0.007 0.452 0.144
H -10.53107 -2.90894 0.72229 0.751 0.056 -0.700
H -9.19710 0.00270 0.56771 -0.151 -0.083 -0.246
H -8.67027 -1.39071 -0.45205 -0.420 0.221 -0.225
H -7.85083 -2.45718 1.88405 -0.604 -0.307 -0.481
H -7.96623 -0.90429 2.48793 -0.518 0.471 -0.050
H -6.57100 -0.19475 0.50313 0.579 -0.379 -0.928
H -5.94573 -1.93266 0.48627 0.158 0.269 0.024
H -6.29861 -1.16131 4.13406 0.365 0.501 -0.168
H -5.92875 -2.47411 3.03411 -0.193 0.199 -0.112
H -4.05381 -1.55598 4.91047 0.718 0.064 -0.061
H -3.75341 -2.76900 3.64961 -0.267 -0.011 0.055
H -3.08503 0.22483 3.24093 -0.303 -0.008 0.895
H -2.17269 -0.97402 2.56667 0.199 -1.303 0.748
H -3.74492 0.12341 1.03165 -0.210 -0.112 -0.053
H -3.87997 -1.66103 1.07671 -0.462 0.041 -0.156
H -5.46255 1.50776 1.72022 0.487 -0.106 0.069
H -5.02216 1.00999 3.42081 -0.289 0.517 -0.071
H -6.73338 1.15707 2.80664 -0.066 -0.887 0.331
C 5.87140 0.17927 1.53457 0.058 1.086 -0.013
O 5.32837 0.52435 0.27369 -1.062 0.403 0.114
C 3.95193 0.99356 0.34834 1.423 -0.154 -0.234
C 3.74108 1.70028 -0.94439 -0.474 0.930 -1.220
N 4.56393 3.01887 -1.09310 -0.310 -0.631 -1.423
H 4.35753 3.65516 -0.33073 -0.452 0.403 1.303
H 5.56761 2.89825 -1.11662 0.224 -0.669 0.082
C 4.19414 3.91710 -2.28694 -1.019 -1.142 0.493
C 3.86430 3.11129 -3.59232 1.511 0.674 0.787
O 4.69311 1.91001 -3.74158 -0.795 2.329 0.664
C 4.31305 1.19554 -4.87382 -0.161 -1.441 -0.381
H 6.78092 -0.37289 1.30123 -0.086 -0.056 0.589
H 5.18060 -0.31907 2.21533 -0.068 -0.648 -0.388
H 6.08381 1.12612 2.03290 0.557 -0.029 0.259
H 3.72648 1.70832 1.14094 0.450 -0.175 0.570
H 3.35657 0.08743 0.46125 -0.528 0.293 -0.193
H 2.71187 2.02725 -1.09504 -0.183 -0.116 0.335
H 3.95708 1.02434 -1.77082 0.341 0.449 -0.057
H 4.86848 4.77322 -2.29916 0.765 -0.649 -0.489
H 3.30098 4.43772 -1.93971 -0.454 -0.340 -0.229
H 4.08102 3.82227 -4.39029 0.020 -0.210 -0.363
H 2.78674 2.94722 -3.61079 0.080 -0.742 -0.003
H 3.42631 0.59908 -4.65298 -0.517 0.185 -0.135
H 5.07017 0.43594 -5.07006 0.320 0.247 -0.072
H 4.16083 1.77629 -5.78374 0.046 0.266 0.121
C -0.72697 -5.73883 -5.01575 -0.982 0.750 -0.625
O -0.44681 -4.42151 -4.50380 0.224 0.047 -0.796
C -1.13325 -4.15791 -3.28054 1.357 -2.391 0.780
C -0.49871 -3.05029 -2.48303 -0.456 1.062 -0.541
N -0.70599 -1.68711 -3.16647 0.946 -0.468 -0.689
H -1.71062 -1.61404 -3.28436 -1.162 -0.293 -0.988
H -0.53200 -0.91065 -2.53958 0.968 0.772 1.148
C 0.07282 -1.40504 -4.45360 -0.070 1.241 -0.012
C -0.27078 -0.02633 -5.12188 -0.593 -0.880 1.112
O -1.60252 -0.16855 -5.55425 -0.477 0.662 -0.340
C -2.13388 1.04460 -6.07011 0.782 0.686 -0.643
H -0.39835 -5.87522 -6.04626 0.879 0.538 0.160
H -1.80022 -5.79343 -5.20327 -0.316 -0.393 0.705
H -0.35170 -6.56801 -4.41609 -0.072 0.230 0.351
H -0.85746 -5.02554 -2.67809 -0.335 -0.173 0.627
H -2.21914 -4.23882 -3.32932 -0.056 0.877 -0.350
H 0.54600 -3.22981 -2.22907 0.211 0.097 -0.742
H -0.94451 -2.99922 -1.48946 -0.556 0.137 -0.199
H -0.09953 -2.13987 -5.23905 -0.114 -0.369 0.589
H 1.12061 -1.37829 -4.15421 0.050 -0.240 -0.061
H 0.41839 0.24039 -5.92479 0.136 -0.622 -0.489
H -0.15611 0.83384 -4.46003 -0.202 -0.081 0.694
H -2.46143 1.77846 -5.33246 -0.124 -0.338 0.581
H -2.93067 0.95680 -6.80822 -0.142 -0.867 0.375
H -1.34904 1.55749 -6.62889 0.292 0.108 -0.161
C -1.32764 -3.18290 5.61761 0.831 -1.748 -0.879
O -1.33611 -1.82015 5.91394 0.027 1.613 1.429
C -0.85975 -1.50997 7.24224 -0.032 0.198 -0.710
C -0.47044 -0.01979 7.42402 -0.270 -0.938 -0.359
N 0.82184 0.28384 6.71451 -0.391 -0.630 -1.055
H 1.32392 0.98970 7.23723 0.108 0.819 -0.364
H 1.44539 -0.51141 6.76462 -0.010 -0.574 0.172
C 0.70881 0.60669 5.17703 0.471 -1.457 1.666
C 0.24675 1.97677 4.99764 0.242 1.707 -1.488
O 1.14859 2.90688 5.61329 -1.228 -1.117 -0.060
C 0.52620 3.56975 6.70794 0.761 0.944 -0.357
H -1.83555 -3.42451 4.68412 -0.196 0.714 0.030
H -1.74601 -3.89180 6.33297 -0.175 0.523 0.620
H -0.30270 -3.49976 5.41912 0.226 -0.148 0.183
H 0.04262 -2.06989 7.49380 0.236 -0.382 -0.241
H -1.57965 -1.82114 7.99974 -0.275 0.265 -0.011
H -0.28629 0.15170 8.48442 -0.138 0.018 -0.014
H -1.20961 0.69160 7.05667 -0.043 -0.138 0.039
H 0.07767 -0.15238 4.71481 -0.272 0.014 0.342
H 1.71815 0.41427 4.81358 0.040 0.495 -0.088
H -0.81022 2.19603 5.15401 -0.078 -0.233 1.041
H 0.23117 2.11003 3.91447 0.619 0.280 -0.278
H 0.14992 2.91229 7.49263 0.007 -0.209 0.056
H -0.28102 4.21239 6.35552 -0.145 -0.025 0.054
H 1.32485 4.20771 7.08580 -0.260 0.019 0.358
C 0.02083 6.97597 -2.53362 -0.017 0.970 0.219
O 0.28544 5.61594 -2.52476 -0.157 -0.854 0.306
C -0.34752 4.86194 -3.51012 1.154 -0.734 -0.301
C -0.26564 3.41190 -2.99844 -1.771 0.810 0.231
N -0.81628 3.31302 -1.58111 -0.044 0.784 0.014
H -0.62132 2.34435 -1.35713 -0.485 -1.705 0.444
H -0.16074 3.78003 -0.96487 0.578 0.780 0.250
C -2.20283 3.89233 -1.27184 0.193 -0.791 -0.792
C -2.54129 4.14681 0.21071 0.325 1.205 -0.798
O -2.47653 2.99114 0.96585 0.095 -1.442 0.709
C -2.49114 3.22613 2.36481 -0.287 1.072 0.085
H 0.85219 7.41121 -1.97977 -0.263 0.388 -0.084
H -0.92514 7.19704 -2.03731 -0.100 0.062 0.234
H -0.06688 7.38971 -3.53896 0.329 0.023 -0.184
H 0.26161 4.96422 -4.40991 0.009 -0.378 -0.430
H -1.32918 5.20647 -3.83764 -0.391 -0.035 0.582
H 0.75924 3.04494 -2.95967 -0.194 -0.013 0.099
H -0.91273 2.74562 -3.56874 0.323 -0.039 -0.282
H -2.94665 3.23878 -1.72796 0.102 -0.268 0.120
H -2.22602 4.79744 -1.87818 -0.163 0.277 0.553
H -3.52238 4.61829 0.28966 -0.519 -0.262 -0.491
H -1.93287 4.96511 0.60015 0.810 -0.211 0.193
H -2.38930 2.34752 3.00164 0.614 -0.423 -0.725
H -3.43108 3.63535 2.73945 -0.461 0.290 -0.466
H -1.74627 3.99263 2.58055 0.283 -0.237 0.345
C 5.07361 -4.65858 -3.51216 0.213 0.296 0.902
C 5.80156 -4.22372 -2.23239 -0.243 -0.014 -0.043
N 5.90819 -2.70535 -1.98136 -0.242 0.367 -0.505
C 6.66914 -2.49712 -0.68243 -0.622 -0.283 -0.621
C 6.73591 -2.01565 -3.15299 -0.167 0.997 0.704
C 7.12531 -0.49046 -3.00184 0.055 -1.199 0.801
C 4.48850 -2.06452 -1.86502 0.627 0.106 0.163
C 3.43460 -2.60582 -0.83743 2.062 -0.350 -1.339
O 3.92174 -2.47666 0.47541 -0.006 0.519 -0.156
C 2.82546 -2.60467 1.32545 -1.364 0.337 2.172
H 4.98071 -5.74400 -3.54899 0.378 -0.042 0.221
H 5.64795 -4.34893 -4.38475 -0.566 0.156 -0.189
H 4.03600 -4.33591 -3.42602 0.054 0.377 -0.689
H 6.81342 -4.62825 -2.21240 0.057 0.208 0.092
H 5.25985 -4.59991 -1.36462 0.141 -0.014 0.063
H 6.65823 -1.42501 -0.49071 0.412 -0.184 -0.079
H 7.63987 -2.96927 -0.83060 0.129 0.433 0.159
H 6.14149 -2.98927 0.13393 -0.061 -0.030 -0.217
H 6.13844 -2.06155 -4.06304 -0.083 -0.498 0.185
H 7.65501 -2.59202 -3.25547 -0.232 -0.247 0.008
H 7.90004 -0.28147 -2.26352 -0.294 -0.403 0.558
H 6.24776 0.11267 -2.77089 0.170 0.216 -0.357
H 7.67741 -0.17363 -3.88678 -0.723 -0.091 -0.506
H 4.07932 -2.02798 -2.87461 -0.115 -0.435 0.037
H 4.68499 -1.02156 -1.61641 0.124 -0.089 0.253
H 3.21630 -3.66675 -0.96452 -0.447 0.003 -0.497
H 2.58060 -1.97299 -1.08324 -0.432 -0.009 0.414
H 2.22178 -3.50766 1.22883 0.115 -0.145 -0.652
H 2.17697 -1.72661 1.31984 -0.392 0.163 -0.923
H 3.05066 -2.57184 2.39226 1.165 -0.380 -0.036
C 1.68778 4.81164 2.52868 1.723 1.753 -0.487
F 2.14227 3.62332 2.93015 -1.198 -0.721 -0.605
F 0.38171 5.03670 2.75342 0.570 -0.865 0.092
F 2.40241 5.65621 3.29024 -0.564 0.460 -0.210
S 2.11632 5.21600 0.69345 0.914 1.031 -0.601
O 1.20636 4.33411 -0.07152 1.418 0.170 1.030
O 1.89425 6.63577 0.46767 -0.388 -1.403 0.709
O 3.58761 4.91947 0.61542 -2.105 -0.758 0.119
C -0.75472 -4.30547 1.94750 1.566 -1.517 -0.821
F 0.30703 -4.08184 2.81311 -1.299 -0.194 -0.101
F -1.89547 -4.53391 2.61151 0.499 0.708 0.249
F -0.85079 -3.17664 1.23898 -0.455 0.245 0.085
S -0.40789 -5.83322 0.82968 0.895 -1.613 -0.882
O 0.98205 -5.65215 0.28082 -2.310 0.393 1.409
O -0.62088 -6.98172 1.71038 0.841 1.599 -0.206
O -1.45927 -5.72985 -0.16718 0.437 0.893 0.146
C -4.07534 0.20271 -2.12189 0.106 -1.201 -1.506
F -4.30647 1.06597 -3.11995 0.212 -0.270 -0.651
F -2.83847 0.34626 -1.72285 2.495 0.155 0.020
F -4.77435 0.65097 -1.12978 -2.233 0.258 2.119
S -4.37614 -1.62487 -2.59323 -0.340 -1.187 -1.098
O -5.75596 -1.53562 -3.04369 0.923 -0.115 0.729
O -3.40615 -1.88929 -3.69863 -0.955 0.913 1.833
O -4.10330 -2.45234 -1.39305 -0.278 1.824 -1.085

3.
19
Properties=species:S:1:pos:R:3:forces:R:3 method="wB97M-V/def2-TZVPD" energy_ev=-21771.5158 gap_ha="0.2835 / 0.2938" charge=0 relative_energy_kcal_mol=122.8 largest_force_ev_per_a=5.7 e_homo_ev="-7.5 / -7.5"
C 0.04614 1.41277 -0.43982 0.812 -0.018 1.904
C 0.58072 1.59158 0.80462 1.134 1.344 1.066
C -1.28509 1.00603 -0.37337 -1.998 0.188 -0.387
C -1.80857 0.99448 0.89830 -0.115 -0.182 -0.898
C 0.82691 -1.26958 -1.41149 -4.991 -1.916 1.914
C 0.46381 -1.49268 -0.13307 0.427 -0.630 -2.764
C 1.91797 -2.00077 1.73335 0.176 0.931 1.713
N -1.99918 0.66884 -1.52836 -1.099 0.307 -1.565
O 1.15285 -1.33395 0.92960 0.279 0.740 0.516
S -0.60916 1.36364 2.02253 0.707 0.328 0.569
H 0.64456 1.37549 -1.29190 0.632 0.267 -1.381
H 1.60134 1.99767 1.14568 -1.744 -0.971 -0.878
H 1.74645 -1.02457 -1.72734 3.327 1.006 -0.932
H -0.00378 -1.41700 -2.13137 0.886 0.185 0.330
H 2.32318 -2.99417 1.51326 -0.414 0.457 0.054
H -2.83854 0.81712 1.17499 0.183 -0.114 0.039
H 1.98052 -1.37981 2.67655 0.502 -1.507 -0.997
H -3.04452 0.52735 -1.44176 2.079 0.486 -0.158
H -1.69561 1.15756 -2.42042 -0.784 -0.901 1.855